# 1
C45H71Br16FN2OS as an isolated structure in a non-equilibrium geometry, computed with the ωB97M-V functional and the def2-TZVPD basis.

## Properties
Kohn-Sham gap in eV: 8.0
Molecular weight in g/mol: 1985.605
E_HOMO in eV: -7.865
Max |F| in Eh/bohr: 0.0396

Last column: Mulliken charge in e.
CARTESIAN COORDINATES (ANGSTROEM)
1 C -3.118 7.209 0.017  -0.7932
2 C -2.550 6.788 -1.355  -0.3957
3 C -2.156 5.303 -1.401  -0.5369
4 C -2.218 4.676 -2.806  -0.8675
5 C -3.096 3.412 -2.864  -0.9682
6 C -2.279 2.102 -2.753  -0.0212
7 C -2.798 0.945 -3.627  -1.0517
8 C -2.872 -0.378 -2.832  0.5121
9 C -2.147 -1.586 -3.480  -2.1748
10 C -1.023 -1.999 -2.559  0.0513
11 C -1.076 -2.952 -1.565  1.2925
12 C -2.367 -3.719 -1.382  -1.2869
13 C -3.098 -3.587 -0.030  -1.1790
14 C -3.436 -2.168 0.360  0.6632
15 C -2.479 -1.194 0.656  0.8345
16 C -2.866 0.089 1.016  -0.2382
17 C -4.209 0.437 1.076  -0.8907
18 C -5.175 -0.524 0.800  -0.8346
19 C -4.780 -1.807 0.450  -0.5420
20 C 0.100 -3.189 -0.716  0.8613
21 C 0.009 -4.239 0.364  -1.6158
22 C -0.324 -5.660 -0.152  -0.8776
23 C 0.725 -6.686 0.186  -0.2481
24 F 1.102 -6.630 1.517  -0.3802
25 C 1.245 -2.461 -0.872  0.3422
26 C 2.496 -2.590 -0.033  -2.0030
27 C 2.594 -1.379 0.886  1.0333
28 C 1.366 -1.152 1.921  -0.6754
29 O 1.765 -0.406 0.590  -0.1193
30 C 1.310 -1.498 -1.922  -0.0519
31 N 2.355 -0.728 -2.216  -0.2580
32 S 1.904 0.200 -3.452  0.0067
33 N 0.396 -0.313 -3.653  -0.5279
34 C 0.190 -1.270 -2.745  0.8557
35 H -2.397 7.800 0.575  -0.0129
36 H -3.391 6.348 0.622  0.3197
37 H -4.002 7.831 -0.108  0.2880
38 H -1.680 7.419 -1.532  0.2311
39 H -3.279 7.036 -2.127  0.3634
40 H -1.129 5.265 -1.038  0.1651
41 H -2.800 4.790 -0.691  0.3298
42 H -1.209 4.462 -3.149  0.3985
43 H -2.662 5.401 -3.486  0.4332
44 H -3.684 3.391 -3.779  0.5041
45 H -3.781 3.452 -2.019  0.3363
46 H -2.312 1.808 -1.705  -0.0627
47 H -1.237 2.307 -2.991  0.3390
48 H -3.807 1.199 -3.947  0.5720
49 H -2.153 0.842 -4.493  0.3006
50 H -3.903 -0.626 -2.585  0.5240
51 H -2.389 -0.185 -1.879  -0.5476
52 H -2.827 -2.395 -3.717  0.4663
53 H -1.696 -1.283 -4.420  0.7752
54 H -2.177 -4.778 -1.533  0.1694
55 H -3.097 -3.447 -2.129  0.2865
56 H -4.055 -4.090 -0.164  0.5392
57 H -2.612 -4.121 0.780  0.3130
58 H -1.434 -1.466 0.606  -0.5104
59 H -2.138 0.848 1.263  0.4817
60 H -4.533 1.434 1.333  0.5024
61 H -6.229 -0.295 0.850  0.3951
62 H -5.534 -2.555 0.239  0.3570
63 H -0.706 -3.917 1.116  0.3210
64 H 0.947 -4.334 0.894  0.7844
65 H -1.309 -5.960 0.194  0.1255
66 H -0.391 -5.621 -1.237  0.3576
67 H 0.343 -7.684 -0.040  0.3115
68 H 1.597 -6.519 -0.449  0.1294
69 H 2.538 -3.465 0.600  0.5235
70 H 3.366 -2.500 -0.678  0.5966
71 H 3.563 -1.144 1.297  0.2035
72 H 1.024 -2.197 1.679  0.0704
73 H 0.347 -0.765 1.826  0.2026
74 Br 4.759 1.193 -0.962  -0.0919
75 C 5.725 2.161 0.420  -0.5954
76 C 6.146 1.228 1.522  -0.5997
77 Br 4.633 0.747 2.642  -0.1345
78 H 5.070 2.952 0.769  0.3671
79 H 6.594 2.596 -0.069  0.3209
80 H 6.865 1.706 2.184  0.3593
81 H 6.565 0.302 1.143  0.3738
82 Br 0.510 8.511 -0.258  -0.0538
83 C 0.699 10.323 0.409  -0.6349
84 C 0.650 10.338 1.912  -0.3853
85 Br -1.163 10.090 2.567  -0.1669
86 H -0.084 10.917 -0.052  0.4197
87 H 1.668 10.670 0.055  0.3070
88 H 0.974 11.300 2.304  0.3923
89 H 1.248 9.545 2.351  0.1646
90 Br 0.647 6.946 3.783  -0.0476
91 C -0.490 7.510 5.254  -0.7003
92 C -0.800 6.368 6.184  -0.5894
93 Br -2.122 5.158 5.425  -0.1236
94 H -1.379 7.947 4.809  0.3665
95 H 0.070 8.283 5.775  0.3731
96 H -1.242 6.738 7.106  0.3830
97 H 0.075 5.769 6.416  0.3687
98 Br 3.944 8.396 -2.123  -0.1198
99 C 4.981 8.917 -0.562  -0.5311
100 C 5.341 7.731 0.292  -0.6383
101 Br 3.823 7.111 1.339  -0.0839
102 H 4.394 9.654 -0.024  0.2795
103 H 5.879 9.388 -0.958  0.3659
104 H 6.101 8.004 1.021  0.3468
105 H 5.687 6.886 -0.292  0.3734
106 Br 0.847 -10.660 1.663  -0.1282
107 C 2.744 -10.912 1.323  -0.5784
108 C 3.365 -9.650 0.790  -0.5602
109 Br 2.893 -9.382 -1.079  -0.1350
110 H 2.838 -11.745 0.635  0.3549
111 H 3.180 -11.184 2.282  0.3708
112 H 4.451 -9.710 0.808  0.3829
113 H 3.043 -8.764 1.330  0.3014
114 Br -4.330 -7.008 -1.985  -0.1097
115 C -3.800 -8.879 -1.966  -0.6111
116 C -3.662 -9.404 -0.563  -0.5836
117 Br -2.023 -8.783 0.284  -0.0300
118 H -2.877 -8.949 -2.531  0.3857
119 H -4.590 -9.409 -2.493  0.3501
120 H -3.588 -10.489 -0.571  0.3459
121 H -4.481 -9.102 0.081  0.3618
122 Br -1.879 -0.486 4.587  -0.1323
123 C -0.671 0.824 5.361  -0.6362
124 C -0.763 2.160 4.672  -0.5842
125 Br 0.084 2.127 2.929  -0.1069
126 H 0.320 0.385 5.305  0.3710
127 H -0.967 0.927 6.403  0.4077
128 H -0.236 2.915 5.252  0.3662
129 H -1.786 2.483 4.505  0.2853
130 Br 5.670 -6.596 -2.058  -0.1143
131 C 4.203 -6.724 -3.334  -0.4505
132 C 4.087 -5.457 -4.138  -0.6109
133 Br 3.277 -4.051 -3.066  -0.0031
134 H 3.304 -6.938 -2.765  0.0864
135 H 4.441 -7.577 -3.966  0.3862
136 H 3.428 -5.592 -4.994  0.3620
137 H 5.049 -5.089 -4.481  0.3931

# 2
C45H72ClFeGeN4O4P3S3 as an isolated structure in a non-equilibrium geometry, computed with the ωB97M-V functional and the def2-TZVPD basis.

## Properties
Energy above the lowest of the compared OMol25 structures with the same formula, charge and spin in kJ/mol: 46.5
Total charge: +1
Kohn-Sham gap (alpha / beta) in eV: 7.9 / 5.4
Molecular weight in g/mol: 1086.126
<S²>: 8.77
E_HOMO (alpha / beta) in eV: -9.627 / -9.623
Max |F| in Eh/bohr: 0.0429
Multiplicity: 6

Last column: Mulliken spin population.
CARTESIAN COORDINATES (ANGSTROEM)
1 Fe -1.293 0.291 0.824  3.8381
2 C -1.045 -1.099 -4.285  -0.0004
3 C -2.164 -0.450 -3.479  0.0551
4 C -2.177 1.053 -3.794  0.0056
5 P -2.342 -0.962 -1.663  0.1594
6 C -1.157 -2.367 -1.461  0.0177
7 N 0.247 -1.951 -1.579  0.1677
8 Ge 0.725 -0.246 -0.723  -0.4611
9 N 2.409 0.033 0.155  0.1622
10 C 2.471 0.350 1.574  -0.0118
11 P 0.891 0.155 2.448  0.1802
12 C 1.262 1.000 4.075  0.0879
13 C 0.624 2.398 4.227  -0.0012
14 C 2.749 1.120 4.428  0.0088
15 C 0.968 -1.649 2.908  -0.0371
16 C 1.975 -2.056 3.983  0.0053
17 C 1.145 -2.576 1.693  0.0285
18 C 3.661 -0.406 -0.324  0.0148
19 C 4.844 -0.282 0.414  0.0030
20 C 6.016 -0.902 -0.018  0.0013
21 C 6.024 -1.666 -1.168  0.0005
22 C 4.873 -1.718 -1.950  0.0005
23 C 3.738 -1.035 -1.562  -0.0044
24 N 2.541 -0.872 -2.362  -0.0053
25 C 2.149 -2.078 -3.035  -0.0106
26 C 2.781 -2.646 -4.127  0.0014
27 C 2.376 -3.880 -4.613  0.0004
28 C 1.336 -4.550 -3.982  0.0007
29 C 0.656 -3.959 -2.931  0.0015
30 C 1.012 -2.675 -2.478  0.0407
31 C 2.606 0.313 -3.215  0.0060
32 C 3.592 0.483 -4.172  -0.0017
33 C 3.563 1.565 -5.038  0.0001
34 C 2.533 2.481 -4.919  0.0017
35 C 1.590 2.360 -3.904  -0.0020
36 C 1.634 1.289 -3.003  0.0065
37 N 0.789 1.219 -1.884  0.1206
38 C 0.121 2.483 -1.574  -0.0300
39 P -0.471 2.772 0.144  0.1197
40 C -1.349 4.388 -0.188  0.0362
41 C -2.744 4.267 -0.801  0.0132
42 C -0.513 5.340 -1.058  0.0068
43 C 1.056 3.352 1.080  0.0400
44 C 2.340 3.454 0.250  0.0061
45 C 0.827 4.613 1.922  0.0060
46 C -3.893 -2.021 -1.926  0.0501
47 C -4.398 -2.808 -0.709  0.0125
48 C -3.755 -3.022 -3.087  0.0067
49 H -1.182 -0.825 -5.335  0.0015
50 H -1.029 -2.188 -4.231  -0.0013
51 H -0.070 -0.725 -3.981  0.0040
52 H -3.113 -0.822 -3.864  -0.0088
53 H -1.163 1.445 -3.837  0.0007
54 H -2.788 1.638 -3.110  -0.0015
55 H -2.604 1.178 -4.792  -0.0011
56 H -1.404 -3.114 -2.207  -0.0027
57 H -1.366 -2.803 -0.479  -0.0296
58 H 2.829 1.373 1.728  -0.0038
59 H 3.174 -0.310 2.089  -0.0046
60 H 0.795 0.340 4.807  0.0078
61 H 1.316 3.169 3.886  0.0022
62 H 0.424 2.602 5.281  -0.0011
63 H -0.308 2.525 3.675  0.0063
64 H 3.250 1.840 3.780  -0.0009
65 H 3.295 0.181 4.388  -0.0002
66 H 2.825 1.502 5.450  0.0005
67 H -0.034 -1.830 3.286  0.0311
68 H 3.003 -1.974 3.623  -0.0002
69 H 1.812 -3.110 4.226  -0.0020
70 H 1.886 -1.494 4.912  0.0005
71 H 1.137 -3.615 2.036  -0.0055
72 H 2.101 -2.411 1.189  -0.0003
73 H 0.350 -2.470 0.952  0.0278
74 H 4.867 0.316 1.315  -0.0006
75 H 6.922 -0.785 0.563  0.0000
76 H 6.917 -2.190 -1.481  0.0000
77 H 4.877 -2.295 -2.865  0.0002
78 H 3.591 -2.127 -4.621  -0.0001
79 H 2.884 -4.320 -5.461  0.0000
80 H 1.042 -5.535 -4.321  0.0002
81 H -0.154 -4.495 -2.454  0.0002
82 H 4.412 -0.223 -4.223  -0.0002
83 H 4.328 1.681 -5.795  0.0000
84 H 2.464 3.314 -5.607  -0.0001
85 H 0.813 3.106 -3.824  0.0013
86 H -0.771 2.651 -2.181  -0.0030
87 H 0.813 3.295 -1.788  0.0044
88 H -1.471 4.826 0.802  -0.0024
89 H -2.776 3.568 -1.637  -0.0019
90 H -3.042 5.245 -1.186  -0.0004
91 H -3.486 3.966 -0.071  -0.0011
92 H -0.613 5.081 -2.114  -0.0006
93 H 0.547 5.376 -0.816  -0.0008
94 H -0.915 6.348 -0.934  0.0010
95 H 1.212 2.550 1.799  0.0252
96 H 2.329 4.310 -0.426  -0.0005
97 H 2.531 2.553 -0.339  -0.0054
98 H 3.188 3.600 0.928  0.0006
99 H 0.746 5.510 1.310  0.0009
100 H 1.683 4.754 2.586  0.0006
101 H -0.066 4.547 2.548  -0.0040
102 H -4.648 -1.274 -2.184  0.0046
103 H -3.595 -3.370 -0.225  -0.0024
104 H -5.141 -3.535 -1.051  -0.0003
105 H -4.887 -2.170 0.017  -0.0020
106 H -3.328 -3.964 -2.734  0.0003
107 H -3.167 -2.686 -3.940  -0.0019
108 H -4.759 -3.246 -3.453  0.0011
109 C -1.504 -0.952 5.491  -0.0026
110 C -2.050 0.431 5.120  0.0075
111 S -2.396 0.932 3.401  0.0374
112 C -4.016 0.154 3.174  -0.0095
113 C -3.991 -1.271 2.572  0.0090
114 S -2.396 -1.808 1.860  0.1425
115 C -2.196 -3.424 2.645  0.0181
116 C -1.779 -3.466 4.126  -0.0011
117 S -2.599 -2.394 5.341  0.0001
118 H -1.268 -0.903 6.555  -0.0006
119 H -0.580 -1.179 4.970  0.0013
120 H -1.333 1.170 5.479  0.0027
121 H -2.986 0.615 5.645  0.0019
122 H -4.591 0.825 2.551  0.0001
123 H -4.485 0.121 4.155  0.0003
124 H -4.726 -1.346 1.782  -0.0019
125 H -4.211 -1.993 3.347  0.0047
126 H -1.441 -3.953 2.059  -0.0005
127 H -3.150 -3.923 2.487  0.0011
128 H -0.708 -3.320 4.238  0.0012
129 H -1.996 -4.474 4.483  0.0007
130 O -5.291 2.494 0.494  0.0017
131 Cl -4.620 1.356 -0.062  0.0176
132 O -4.475 1.444 -1.494  -0.0036
133 O -5.293 0.132 0.302  -0.0019
134 O -3.227 1.343 0.554  0.0944

# 3
C45H72N8O4Si2 as an isolated structure in a non-equilibrium geometry, computed with the ωB97M-V functional and the def2-TZVPD basis.

## Properties
Kohn-Sham gap in eV: 8.0
Molecular weight in g/mol: 845.295
E_HOMO in eV: -7.659
Max |F| in Eh/bohr: 0.1948

Last column: Mulliken charge in e.
CARTESIAN COORDINATES (ANGSTROEM)
1 C -6.322 5.187 -2.532  -1.1522
2 C -5.831 4.539 -3.831  -0.6155
3 C -4.503 5.138 -4.326  -0.3201
4 C -3.271 4.626 -3.541  -0.2587
5 Si -1.670 4.579 -4.502  -0.5706
6 O -1.942 3.895 -5.987  -0.6359
7 O -0.646 3.492 -3.763  0.4061
8 Si -0.019 3.526 -2.253  -0.4894
9 O 0.858 2.137 -2.053  -0.3690
10 C 0.777 1.398 -0.833  0.5741
11 C 1.755 1.954 0.192  -0.7299
12 O 1.499 1.303 1.415  -0.1051
13 C 2.553 1.434 2.356  -0.9550
14 C 2.122 0.762 3.650  -0.3960
15 C -0.815 6.248 -4.665  0.9846
16 C 0.261 6.189 -5.773  -1.6977
17 C -1.801 7.429 -4.807  -1.2363
18 C -2.544 7.543 -6.150  0.0238
19 C -1.768 8.274 -7.269  -1.3706
20 H -6.657 6.214 -2.725  0.3484
21 H -7.162 4.636 -2.096  0.3761
22 H -5.520 5.233 -1.785  0.2190
23 H -5.718 3.455 -3.698  0.3390
24 H -6.593 4.676 -4.611  0.3403
25 H -4.565 6.232 -4.225  0.1666
26 H -4.392 4.922 -5.397  0.2423
27 H -3.457 3.584 -3.228  0.2829
28 H -3.145 5.196 -2.608  0.3575
29 H -2.007 4.504 -6.726  0.3701
30 H 0.881 4.694 -2.117  -0.1759
31 H -1.073 3.604 -1.219  0.0724
32 H 1.025 0.356 -1.066  0.3885
33 H -0.243 1.411 -0.427  -1.2116
34 H 2.792 1.774 -0.140  0.3517
35 H 1.629 3.046 0.297  0.2224
36 H 3.470 0.971 1.956  0.4279
37 H 2.772 2.502 2.527  0.4365
38 H 2.981 0.642 4.322  0.4697
39 H 1.358 1.351 4.167  0.0536
40 H 1.723 -0.239 3.427  0.3643
41 H -0.261 6.412 -3.724  0.3783
42 H -0.156 5.978 -6.765  0.2843
43 H 0.805 7.140 -5.838  0.4266
44 H 1.001 5.409 -5.550  0.3299
45 H -1.258 8.373 -4.632  0.5816
46 H -2.543 7.362 -3.998  0.3311
47 H -3.477 8.094 -5.968  0.4324
48 H -2.869 6.552 -6.496  -0.0285
49 H -0.698 8.346 -7.052  0.3231
50 H -1.882 7.771 -8.238  0.3213
51 H -2.142 9.295 -7.397  0.3520
52 N 3.910 -2.713 5.660  0.1500
53 C 4.872 -2.586 6.623  -0.6106
54 C 6.061 -2.325 5.999  -0.5709
55 C 5.805 -2.279 4.601  -0.9260
56 C 4.465 -2.523 4.424  -0.4725
57 H 2.943 -2.916 5.840  0.2224
58 H 4.632 -2.699 7.667  0.4339
59 H 7.010 -2.182 6.488  0.4279
60 H 6.525 -2.077 3.823  0.6548
61 H 3.866 -2.578 3.530  0.5808
62 N 0.676 -1.152 2.974  0.2690
63 C -0.675 -0.950 3.105  -0.4905
64 C -1.266 -2.168 3.310  -1.3368
65 C -0.232 -3.144 3.303  -0.2309
66 C 0.953 -2.488 3.095  -0.4629
67 H 1.355 -0.432 2.794  0.3159
68 H -1.094 0.041 3.039  0.8094
69 H -2.320 -2.343 3.444  0.4797
70 H -0.352 -4.208 3.421  0.1266
71 H 1.960 -2.860 3.007  0.5353
72 N -2.731 1.388 0.042  -0.0519
73 C -1.454 1.634 0.464  -0.0003
74 C -1.267 2.992 0.473  -0.5158
75 C -2.483 3.587 0.039  -0.3272
76 C -3.365 2.572 -0.219  -1.0035
77 H -3.138 0.477 -0.064  0.2239
78 H -0.786 0.827 0.711  0.7703
79 H -0.361 3.502 0.754  0.7401
80 H -2.686 4.639 -0.071  0.5264
81 H -4.384 2.592 -0.565  0.5479
82 N 6.225 -4.887 2.343  0.1898
83 C 5.010 -5.371 1.965  -0.2098
84 C 5.217 -6.445 1.146  -0.4860
85 C 6.620 -6.622 1.017  -0.6314
86 C 7.217 -5.627 1.754  -0.4602
87 H 6.343 -4.112 2.971  0.1465
88 H 4.098 -4.915 2.313  0.2265
89 H 4.442 -7.044 0.696  0.4899
90 H 7.130 -7.386 0.453  0.3902
91 H 8.256 -5.404 1.929  0.3721
92 N 0.988 -6.827 3.161  0.0964
93 C -0.273 -7.241 2.856  -0.6199
94 C -0.177 -8.456 2.229  -0.3194
95 C 1.210 -8.780 2.150  -0.7175
96 C 1.897 -7.753 2.743  -0.4292
97 H 1.225 -5.965 3.616  0.1903
98 H -1.133 -6.642 3.103  0.3856
99 H -1.004 -9.042 1.862  0.5326
100 H 1.649 -9.657 1.703  0.4036
101 H 2.951 -7.582 2.893  0.4904
102 N 0.549 1.010 5.903  0.1413
103 C 0.590 0.432 7.142  -0.3665
104 C 0.494 1.431 8.074  -0.6843
105 C 0.389 2.660 7.368  -0.6238
106 C 0.424 2.367 6.031  -0.4281
107 H 0.591 0.509 5.035  0.2727
108 H 0.677 -0.635 7.255  0.4053
109 H 0.495 1.297 9.143  0.4086
110 H 0.294 3.645 7.794  0.4181
111 H 0.369 3.006 5.165  0.3425
112 N 1.254 0.371 -4.492  0.2072
113 C 1.911 -0.746 -4.926  -0.5192
114 C 1.298 -1.174 -6.075  -0.4865
115 C 0.228 -0.275 -6.341  -0.8330
116 C 0.228 0.667 -5.344  -0.3650
117 H 1.468 0.905 -3.665  0.2696
118 H 2.755 -1.142 -4.387  0.4005
119 H 1.583 -2.033 -6.659  0.3931
120 H -0.461 -0.314 -7.168  0.4179
121 H -0.400 1.522 -5.164  0.5211
122 N -3.287 -9.028 -0.466  0.0051
123 C -3.367 -7.882 0.276  -0.5063
124 C -4.682 -7.684 0.603  -0.4487
125 C -5.425 -8.755 0.034  -0.4046
126 C -4.536 -9.566 -0.618  -0.5190
127 H -2.441 -9.412 -0.843  0.2206
128 H -2.483 -7.311 0.507  0.4892
129 H -5.069 -6.865 1.185  0.3973
130 H -6.489 -8.910 0.098  0.3856
131 H -4.686 -10.476 -1.174  0.3735